Record 1
This record from the OMol25 dataset describes a structure of composition C41H37BeClIN3O2P2Se. The level of theory is ωB97M-V/def2-TZVPD.

The geometry in XYZ format:
```
89
Properties=species:S:1:pos:R:3:forces:R:3
C -3.8222 4.0119 -0.9455 0.0 0.0 0.0
H 0.1762 0.0043 3.2578 0.0 0.0 0.0
H -3.5031 -2.5515 2.6665 0.0 0.0 0.0
H 0.4687 2.5460 2.2396 0.0 0.0 0.0
H 4.1355 -3.0621 -0.6845 0.0 0.0 0.0
C -0.4631 3.4101 3.9665 0.0 0.0 0.0
C 5.8656 0.3616 -1.1587 0.0 0.0 0.0
H 2.4091 -1.2697 -3.8829 0.0 0.0 0.0
C -0.4547 2.6651 2.7951 0.0 0.0 0.0
C 4.6309 -2.1110 -0.8282 0.0 0.0 0.0
C -3.5213 2.2396 -2.5343 0.0 0.0 0.0
O 2.0831 -2.0406 0.5269 -0.1 0.1 0.0
H 6.4435 -2.9562 -1.6081 0.0 0.0 0.0
H 0.4462 3.8892 4.3049 0.0 0.0 0.0
C 0.9971 0.5939 -2.7905 0.0 0.1 0.0
H 6.3526 1.3195 -1.2789 0.0 0.0 0.0
H -3.5676 -5.0022 -3.2630 0.0 0.0 0.0
I 8.4552 -0.7081 -2.2854 0.0 0.0 0.0
C -2.6059 -3.9501 3.9990 0.0 0.0 0.0
C -3.7252 -0.4687 1.1876 0.0 0.0 0.0
C -0.2577 -3.5243 2.5879 0.0 0.0 0.0
C 4.2253 3.8071 -2.7860 0.0 0.0 0.0
C -3.4219 -3.0175 -2.4626 0.0 0.0 0.0
H -4.2290 4.9803 -0.6833 0.0 0.0 0.0
C -3.1486 -4.3771 -2.4852 0.0 0.0 0.0
H 4.7634 1.9921 -3.8259 0.0 0.0 0.0
Se -0.1425 -0.8338 -2.8816 0.1 -0.1 0.0
H 3.9599 -0.4879 -3.4852 0.0 0.0 0.0
H -3.0816 -1.1519 -1.4727 0.0 -0.1 0.0
C 4.5727 0.2930 -0.6635 0.0 0.0 0.0
H -2.1166 -5.9929 -1.5206 0.0 0.0 0.0
H -2.8961 3.7450 0.9625 0.0 0.0 0.0
H -3.6857 1.8167 -3.5173 0.0 0.0 0.0
H -4.6445 4.0271 -2.9270 0.0 0.0 0.0
C -4.0553 3.4780 -2.2039 0.0 0.0 0.0
C -1.6267 3.5114 4.7124 0.0 0.0 0.0
C -2.3358 -4.9331 -1.5079 0.0 0.0 0.0
N 2.2594 0.6946 -3.2780 0.0 0.0 0.0
C -0.2833 -4.4379 3.6331 0.0 0.0 0.0
C -2.5875 -3.0536 2.9425 0.0 0.0 0.0
H -1.6339 4.0810 5.6327 0.0 0.0 0.0
C -2.5336 2.0622 -0.3299 0.0 0.0 0.0
Be 0.7906 -0.8078 0.9614 0.3 -0.2 0.3
H -1.4723 -5.3467 5.1685 0.0 0.0 0.0
C -1.4537 -4.6432 4.3461 0.0 0.0 0.0
C 2.5672 -1.0041 0.0025 -0.1 0.0 -0.1
H -0.1429 1.9253 -1.6930 0.0 0.0 0.0
N -2.2842 -0.3773 0.9478 0.0 -0.1 0.0
H 0.6621 -3.3626 2.0381 0.0 0.0 0.0
P -1.4285 1.1072 0.7846 0.0 0.1 0.0
Cl 2.4303 0.6051 2.9512 0.0 0.0 0.0
H -1.1796 -4.5828 0.2551 0.0 0.0 0.0
H -2.3230 0.5870 -1.8873 0.0 0.2 0.0
C 4.0050 2.5238 -3.2670 0.0 0.0 0.0
C -2.7832 2.8719 4.2826 0.0 0.0 0.0
C 2.0159 3.9116 -1.7824 0.0 0.0 0.0
C 0.9791 -0.4786 2.6998 -0.1 0.1 -0.1
H -4.2267 0.3819 0.7229 0.0 0.0 0.0
C 5.9168 -2.0508 -1.3408 0.0 0.0 0.0
O 1.8081 0.0188 -0.0516 0.0 0.0 0.0
H 1.2586 4.4375 -1.2164 0.0 0.0 0.0
H -3.6931 2.9483 4.8644 0.0 0.0 0.0
H -4.1254 -1.3794 0.7413 0.0 0.0 0.0
H -3.6941 1.6714 2.7738 0.0 0.0 0.0
H -3.5249 -4.1165 4.5461 0.0 0.0 0.0
H 3.1251 -0.0982 -5.0127 0.0 0.0 0.0
C -2.8762 -2.2146 -1.4726 0.0 0.0 0.0
C -2.0683 -2.7659 -0.4817 0.1 -0.1 0.0
C 2.7791 1.9484 -2.9813 0.0 0.0 0.0
C 2.9877 -0.3526 -3.9610 0.0 0.0 0.0
C -1.6109 2.0280 2.3488 0.0 -0.1 0.0
C 6.5218 -0.8112 -1.5039 0.0 0.0 0.0
H 3.4614 5.4817 -1.6867 0.0 0.0 0.0
H 4.0357 1.1919 -0.3898 0.0 0.0 0.0
C -2.7613 1.5421 -1.6080 0.0 -0.1 0.0
H 0.6163 -4.9806 3.8929 0.0 0.0 0.0
C 3.9556 -0.9405 -0.5052 0.0 0.0 -0.1
C -3.0685 3.3107 -0.0124 0.0 0.0 0.0
C 3.2508 4.4854 -2.0514 0.0 0.0 0.0
H 5.1727 4.2910 -2.9828 0.0 0.0 0.0
H 1.2338 -1.3817 3.2528 0.0 0.0 0.0
C -1.4074 -2.8167 2.2386 0.0 0.0 0.0
C -1.8036 -4.1344 -0.5077 0.0 0.0 0.0
H -3.9607 -0.4737 2.2529 0.0 0.0 0.0
P -1.2691 -1.7259 0.7843 0.0 0.1 -0.1
N 0.7146 1.7789 -2.2005 0.0 0.0 -0.1
C -2.7777 2.1398 3.1059 0.0 0.0 0.0
C 1.7985 2.6341 -2.2675 0.0 0.0 0.0
H -4.0523 -2.5753 -3.2232 0.0 0.0 0.0
```
Forces are in eV/Å.

Energy above the lowest of the compared OMol25 structures with the same formula, charge and spin ... 0.0 kcal/mol
Spin multiplicity ... 1
E_tot ... -5756.275895 hartree
Maximum force ... 0.4 eV/A

---

Record 2
This record from the OMol25 dataset describes a structure of composition C31H35MnN9OSi in a non-equilibrium geometry. The level of theory is ωB97M-V/def2-TZVPD.

The geometry in XYZ format:
```
78
Properties=species:S:1:pos:R:3:forces:R:3
H -2.5730 -0.5480 -4.9486 0.0 0.0 0.0
H -1.5260 -5.0752 -0.8064 0.0 0.1 -0.1
N -1.0842 -1.9110 0.2169 0.0 -0.7 0.8
H 0.7364 0.2935 -5.6342 0.0 0.0 0.0
H 2.4688 -3.5852 -1.4607 0.1 0.0 0.0
H -0.1019 -3.7983 2.8167 0.0 0.0 0.0
N 3.4134 -1.0819 2.9150 -0.1 0.1 0.0
C -0.3101 -1.1796 3.7338 0.0 0.1 0.1
H 0.6721 3.1472 -3.2739 0.0 0.0 0.1
H -2.3892 2.5367 -1.9564 0.0 0.1 0.0
C -2.4153 2.3010 -3.0217 0.1 -0.1 0.0
H 1.7756 1.7216 -5.5777 0.0 0.0 -0.1
C -0.3404 2.4571 1.6664 -0.1 0.7 -0.7
C -1.3754 -2.9362 -0.5733 -0.1 0.4 -0.4
C -2.5759 0.5177 -4.7230 -0.1 0.1 0.1
H -1.2617 -2.1323 -3.5409 0.0 0.0 0.0
C -0.0819 1.1805 3.8282 0.0 0.3 -0.3
H 0.1207 2.0198 6.3561 0.0 0.0 0.0
C -3.2219 0.0508 -2.3632 0.1 0.0 -0.1
C -0.0834 -0.0349 4.5020 0.0 -0.2 -0.3
H -0.4839 3.8334 3.3221 0.0 0.0 0.0
C -0.2750 1.2251 2.4530 0.0 -0.9 0.4
H -3.2409 -1.0156 -2.6053 0.0 0.0 0.1
C 0.6305 -1.3572 7.9623 0.0 0.0 0.0
N 0.7457 -0.2666 8.7112 0.0 0.0 0.0
H 0.6572 1.7833 8.7247 0.0 0.0 0.0
C 3.1604 -2.3618 0.7070 -0.1 -0.1 -0.1
C 0.3490 -1.3343 6.6060 0.0 0.0 -0.2
Mn -0.1245 0.1644 -0.2822 0.2 -0.4 -1.6
C 0.2701 1.0277 6.7558 -0.1 0.0 -0.1
H 1.5634 2.3664 -1.9370 0.1 0.1 0.0
C -1.2628 -4.2513 -0.1559 0.1 -0.2 0.3
C -0.4382 3.7232 2.2450 0.0 -0.4 0.4
H 0.0383 1.8882 -5.3003 0.1 0.0 -0.1
C -0.4217 -1.4796 -3.7926 0.0 0.1 0.4
N 1.9406 -2.7423 -1.3085 -0.1 0.0 0.0
N 4.4456 -4.5226 0.1983 -0.1 0.0 0.0
H -0.5113 5.6013 -0.3695 0.0 0.0 -0.1
H -1.8839 1.0210 -5.4009 -0.1 -0.1 0.0
C -0.6853 -2.2188 1.4662 -0.1 -0.4 -0.5
C 2.3672 0.1649 -3.4030 -0.1 0.0 0.0
H 2.5599 0.0242 -2.3390 0.1 -0.1 0.1
C 3.8877 -3.5485 0.4719 0.2 -0.2 0.0
C 0.9008 1.2415 -5.1208 0.1 0.1 0.1
H -4.2365 0.4402 -2.5056 0.0 0.0 0.0
H 2.2536 -0.8143 -3.8707 0.1 0.0 0.0
H -0.4396 3.3732 -1.4460 0.0 -0.1 -0.1
H -0.3821 -2.1528 4.1927 0.0 0.0 0.0
H -1.6530 2.8899 -3.5412 0.0 0.0 0.0
N -0.7988 -4.5636 1.0489 -0.1 0.0 -0.2
H 0.7757 -2.3027 8.4721 0.0 0.0 0.0
C -2.2295 0.8006 -3.2577 0.6 0.0 -0.2
H 0.0948 2.1074 4.3485 0.0 0.0 0.1
N -0.3423 2.3178 0.3174 0.1 1.0 1.3
C -0.4505 -1.0733 2.3629 0.1 0.3 0.0
H -3.5830 0.8929 -4.9470 0.0 0.0 0.0
H 1.4078 -2.3544 -2.0676 0.0 0.1 0.0
Si -0.4127 0.1545 -2.7348 -0.3 0.2 -1.5
C -0.4313 3.4526 -0.3728 0.1 -0.3 -0.4
H 0.2899 -2.2724 6.0735 0.1 0.0 0.0
C 0.1666 -0.1132 5.9590 0.1 0.0 0.4
N -0.4927 4.8406 1.5468 0.0 0.1 -0.4
C -0.5055 -3.5461 1.8426 0.1 0.2 0.3
C 0.5634 0.9003 8.1028 0.0 0.0 0.0
H -0.5346 -1.2175 -4.8447 0.0 0.0 0.0
C 1.4509 2.4221 -3.0224 -0.1 -0.1 -0.1
H 2.3910 2.8052 -3.4356 0.0 0.0 0.0
H 3.2499 0.6413 -3.8442 0.0 0.0 0.0
H -3.3912 2.6247 -3.4031 0.0 0.0 0.1
N -0.4252 0.1080 1.7358 -0.3 0.1 1.6
C -0.4856 4.6973 0.2236 0.0 0.2 0.5
C 3.3149 -1.6448 1.9109 0.0 0.1 0.1
O 1.6038 -0.8369 -0.1373 0.3 0.1 0.2
H -2.9562 0.1547 -1.3060 -0.1 0.0 0.0
H -1.7053 -2.6914 -1.5750 0.0 0.0 0.0
C 2.2222 -1.9370 -0.2527 0.1 -0.1 0.1
H 0.4980 -2.0626 -3.7173 -0.1 -0.1 0.0
C 1.1378 1.0505 -3.6199 -0.7 0.0 0.0
```
Forces are in eV/Å.

Energy above the lowest of the compared OMol25 structures with the same formula, charge and spin ... 19.2 kcal/mol
Spin multiplicity ... 6
E_tot ... -3210.875714 hartree
Maximum force ... 1.7 eV/A

---

Record 3
This record from the OMol25 dataset describes a cluster of 11 separate species, C48H93N11 in total in a non-equilibrium geometry. The level of theory is ωB97M-V/def2-TZVPD.

The geometry in XYZ format:
```
152
Properties=species:S:1:pos:R:3:forces:R:3
H 3.0412 -1.9458 -2.7689 0.1 0.0 0.1
H -2.7802 0.6465 -0.7344 -0.5 0.1 0.1
H -0.5577 -2.4979 -3.2301 -0.4 -0.2 0.2
H -3.2437 2.0586 -2.5529 -0.1 0.1 -0.2
H 4.1142 0.0640 -2.1981 0.6 -0.3 -0.6
H 4.4816 0.9077 2.0678 0.0 -0.2 0.1
H 4.6308 -3.9061 -1.0189 -0.1 -0.1 0.1
N -1.6102 6.1158 3.2073 -0.3 0.9 -0.1
C 2.3311 -3.3850 5.9043 2.2 0.3 -3.9
N 5.2986 -4.3410 -4.5711 0.0 -0.4 -0.3
H -0.7618 -2.6687 4.0093 0.2 0.1 0.3
H 1.7108 5.1752 -1.0597 0.0 0.2 -0.1
C -1.6878 -5.4305 0.4978 0.1 -0.5 1.0
H 2.5670 2.9943 -1.3414 0.2 0.1 0.2
H -2.6217 4.6750 -5.1275 0.3 0.4 -0.1
C -0.1144 3.0338 2.3344 2.1 1.0 1.1
H 0.6140 4.8883 1.3897 0.0 0.2 0.2
C 5.7091 -2.8270 -2.5058 -0.3 0.0 0.9
H 4.8568 1.4553 -3.2019 0.4 -0.5 0.2
H 1.2961 5.3784 -2.8046 -0.3 -0.1 0.2
C 0.8219 -0.3466 -0.2755 -0.7 0.2 0.9
C 1.5767 3.0307 -4.4424 -0.6 -1.0 -1.4
H 4.1853 1.6332 -1.5921 -0.3 0.5 -0.1
C 3.8386 2.1065 4.3496 -0.8 0.8 0.4
H -4.2406 -1.4625 1.3037 -0.2 -0.3 -0.1
H 0.6332 2.5348 -4.2142 -0.6 0.3 0.3
H -3.3508 -4.1474 4.5422 -0.3 0.2 0.4
N -2.5073 0.2731 3.7372 -1.1 -2.8 1.3
C 0.2786 -1.1723 0.9468 0.0 0.7 -1.8
C -7.8431 0.5980 0.9180 -0.4 0.3 1.1
H -1.7409 -0.2686 1.3398 0.1 0.0 -0.2
H 2.9639 5.2313 -2.3535 0.1 0.3 0.3
H 3.8609 2.4144 5.3950 -0.2 -0.3 0.2
H 2.9069 2.9690 -6.0789 0.2 -0.1 -0.3
H 2.8070 -4.2494 1.3962 0.2 0.2 -0.5
C -0.7137 -6.5711 0.8835 0.1 -0.1 -0.7
H 0.9479 3.0714 -1.8783 -0.6 -0.6 -0.5
H -0.8047 2.6785 1.5693 0.0 0.1 0.3
H -1.3866 1.5463 -1.0576 0.2 0.2 -0.1
H -3.3185 -6.7230 0.2890 -0.7 0.1 0.3
H -1.1578 -3.6230 5.4901 0.1 0.3 0.0
H -6.1625 1.4419 -0.0741 -0.5 0.3 -0.1
N 2.0939 0.1193 4.0101 2.7 3.1 0.4
C -3.3953 -1.9929 4.7905 -0.4 -0.2 0.3
C 0.6213 -2.3063 -4.8430 2.8 0.0 -1.8
H 3.4617 -2.6988 1.9618 0.4 -0.1 -0.1
C -2.8969 -0.7277 4.2191 1.1 2.3 -1.2
H 2.7886 -3.6444 -2.3661 0.5 -0.1 -0.8
N 1.7002 -2.1992 -5.2969 -2.8 -0.1 1.3
C -0.7523 3.6585 3.5917 -1.2 0.9 -0.8
C 1.9393 2.5258 -5.8435 1.2 0.1 -0.3
C 2.8649 1.0083 4.1592 -1.7 -3.2 -0.3
H -0.9539 -4.4137 3.9643 -0.2 -0.1 -0.2
C 5.4816 -3.6904 -3.6485 -0.4 0.3 -0.1
H 1.9055 -0.4106 -0.3744 0.0 0.0 0.2
C 5.1115 1.7708 2.2834 0.6 -0.8 -0.2
C -2.4097 1.6711 -0.7030 1.4 -0.7 0.5
C -3.1181 -5.8047 0.8410 0.5 0.6 0.3
H -2.3155 1.9922 0.3343 -0.3 0.0 0.0
C 2.7907 1.3216 -3.2619 -0.6 0.1 1.2
H -2.0832 6.6588 -1.4889 0.1 0.0 0.0
H -0.0554 3.7553 4.4242 0.0 -0.5 0.0
H 1.7498 4.1546 2.5678 -0.1 0.2 0.0
C 3.1312 -3.3456 4.6485 -0.4 -0.7 1.1
C -0.6532 -7.0197 2.2769 -0.2 0.5 0.0
C -1.6870 5.9433 -0.7684 -0.1 -0.2 0.2
C -0.9796 0.1129 -4.2105 0.4 0.0 0.4
H -3.2378 -2.0156 5.8688 0.3 0.3 0.0
C -2.6346 4.7455 -0.6228 0.2 0.3 -1.2
C 1.9573 3.3662 -2.1649 0.8 -0.2 0.9
H -4.2007 4.2311 -3.0887 -0.2 -0.2 -0.4
H 2.1219 -4.9385 3.5527 0.5 -0.3 0.3
C 3.1253 -2.6853 -1.9726 0.3 -1.0 -0.2
C -2.0075 -1.7655 -0.1812 -0.2 -0.3 -0.9
C -1.3337 -3.5000 4.4215 -0.5 0.2 -0.5
H 1.2720 2.8157 -6.6552 -0.4 0.4 0.4
N 1.7153 -3.4422 6.8382 -2.1 -0.2 3.2
C 1.0148 3.9561 1.7878 -0.9 -0.4 -0.6
H -1.6196 3.0475 3.8418 0.1 -0.1 0.5
H -7.3802 0.4949 -1.0446 0.5 0.2 -0.3
H -0.7631 0.0608 -3.1434 0.5 0.1 0.1
N 2.5172 2.7378 -3.3703 -0.7 1.6 -1.1
C -1.2633 5.0443 3.3910 0.5 -1.4 -0.1
H -0.9793 -7.4391 0.2801 0.1 -0.2 0.0
C 5.2572 1.9618 3.8044 -1.0 0.0 -1.0
H -1.2282 4.2349 -4.0393 -0.2 0.3 0.0
H 0.7653 -2.1309 0.7668 -0.7 -0.6 0.4
H 0.6977 -0.7986 1.8810 -0.3 0.2 0.1
H -2.5084 3.1175 -4.5096 0.2 -0.3 0.3
C -2.2982 4.1496 -4.2290 -1.1 -0.2 -0.8
N -0.5572 -7.3426 3.3748 -0.1 0.0 0.0
C -5.0092 -0.6912 1.3514 -0.3 0.1 -0.8
C -3.1532 2.5880 -1.6044 -0.3 0.2 -0.7
H -5.1349 -0.6259 -0.7935 0.1 0.3 -0.1
C 3.3407 -3.7539 2.2072 -1.4 -0.4 -0.2
C -1.3128 -1.2260 1.0429 1.3 -1.0 -0.5
H -1.6723 0.9512 -4.2846 -0.1 -0.1 -0.4
H -4.4808 -2.0002 4.6918 -0.1 0.2 -0.2
H -1.9467 -1.1295 -5.6387 0.2 -0.5 -0.1
H -5.5909 -0.8452 2.2603 -0.2 0.1 -0.1
H 2.0482 1.4536 -6.0062 0.0 -0.1 0.5
H -3.2032 5.6284 -2.9023 0.3 -0.1 0.0
C -1.6009 -1.2054 -4.6078 -0.7 0.3 0.3
H 5.8082 2.8815 4.0013 -0.1 0.0 0.2
H 3.5587 -2.3472 4.5553 -0.3 0.1 -0.4
H -3.7716 -4.9635 0.6101 -0.2 -0.3 -0.5
C -5.8463 -0.6556 0.0318 0.3 -0.1 0.3
H 4.6346 2.5844 1.7368 0.0 0.4 0.5
H -2.4736 4.2004 0.3073 0.4 -0.3 -0.2
H 5.7342 1.1477 4.3501 0.2 -0.1 -0.4
H -1.5496 6.4729 0.1743 -0.1 0.0 0.1
C -6.8057 0.5631 -0.1209 0.3 -1.0 0.5
H -6.3902 -1.5789 -0.1678 -0.1 -0.1 0.5
H 1.5243 3.4916 0.9436 0.1 -0.2 0.0
H 1.9946 0.8592 -2.6784 -0.5 -0.4 0.0
H -0.0793 0.3177 -4.7897 0.1 0.2 0.2
H 1.4116 -3.4712 3.2848 0.3 0.8 -0.3
H -4.4354 0.2298 1.4540 -0.2 0.2 0.1
H -3.1349 -3.2839 3.1085 0.4 0.2 -0.3
H 2.8615 0.8012 -4.2170 -0.2 0.4 -0.1
H 0.4604 2.2425 2.8154 -0.4 -0.9 -0.6
C 4.5774 -2.8932 -1.4179 -0.6 -0.3 -0.5
C -0.7312 -2.4474 -4.3050 0.1 0.9 0.0
H 0.4077 -0.6972 -1.2209 -0.1 -0.2 0.0
N -2.5428 -2.1861 -1.1324 1.1 0.8 1.9
H -2.4859 -1.2529 -3.9733 -0.2 -0.6 -0.2
H 2.2729 -2.5876 -1.3003 0.6 0.8 0.8
H 6.0573 1.5900 1.7727 0.1 0.0 0.1
H -1.4108 -4.5544 1.0842 0.1 0.4 -0.4
H -0.7162 5.6066 -1.1322 0.0 0.0 0.1
H 4.2749 -4.3029 2.3255 0.1 0.3 0.2
H -3.6533 5.1205 -0.5240 -0.4 0.1 0.0
C 4.0709 1.0995 -2.5356 0.7 -0.1 0.6
H -1.5002 -1.9331 1.8510 -0.4 0.0 0.1
H -3.2052 -5.9021 1.9231 -0.1 -0.6 0.0
H -4.1642 2.7157 -1.2175 -0.5 0.1 0.0
N -2.5246 3.8843 -1.8517 -0.5 0.6 1.3
C -2.8373 -3.2665 4.1570 0.5 -0.7 -0.1
H 3.9712 -4.0122 4.8436 0.2 0.0 0.0
H 4.8266 -2.2677 -0.5607 0.1 0.4 -0.3
H 5.9089 -1.8152 -2.8585 -0.1 0.0 0.0
H -1.6301 -5.2840 -0.5807 0.4 0.3 0.1
H 3.3406 2.9364 3.8481 0.1 0.3 -0.1
H -1.1966 -3.3653 -4.6639 0.1 0.0 0.1
H 1.4264 4.1025 -4.5714 -0.1 0.0 0.4
H 0.5399 0.7020 -0.1809 0.1 0.1 0.0
H 0.3070 -6.3114 0.6025 0.1 0.1 -0.1
C 1.9607 4.9008 -2.0846 0.8 -0.7 -0.8
H 6.6296 -3.2154 -2.0700 0.1 0.3 0.3
C 2.4075 -3.8966 3.4079 0.2 0.1 0.6
C -3.1589 4.5481 -3.0410 1.1 -0.6 1.1
N -8.6484 0.6493 1.7485 0.8 -0.2 -0.9
```
Forces are in eV/Å.

Structure (SMILES) ... CCN(CC)CC.CCN(CC)CC.CCCC#N.CCCC#N.CCCC#N.CCCC#N.CCCC#N.CCCC#N.CCCC#N.CCCC#N.CCCC#N
Spin multiplicity ... 1
E_tot ... -2486.896431 hartree
Maximum force ... 4.5 eV/A

---

Record 4
This record from the OMol25 dataset describes an isolated molecule of C2H7NS. The level of theory is ωB97M-V/def2-TZVPD.

The geometry in XYZ format:
```
11
Properties=species:S:1:pos:R:3:forces:R:3
C 1.6194 0.5504 0.3780 0.6 0.2 0.3
H 0.8772 1.2469 0.7500 -0.3 0.0 -0.1
N -1.5127 0.2422 -0.7171 -0.3 -0.2 0.1
H 2.3016 0.3387 1.2039 0.0 -0.1 -0.1
H -2.4331 -0.1034 -0.9870 0.3 0.2 0.1
H -1.3079 -1.6903 0.1892 0.0 0.1 0.1
C -0.8468 -0.6991 0.1868 0.4 0.1 -0.1
S 0.8907 -0.9711 -0.2487 -0.2 -0.2 -0.1
H -0.8131 -0.3102 1.2062 -0.3 -0.1 0.0
H 2.1891 1.0492 -0.4017 0.0 0.0 -0.1
H -0.9644 0.3467 -1.5596 0.0 0.0 -0.1
```
Forces are in eV/Å.

Energy above the lowest of the compared OMol25 structures with the same formula, charge and spin ... 3.2 kcal/mol
Structure (SMILES) ... CSCN
Spin multiplicity ... 1
E_tot ... -533.325422 hartree
Maximum force ... 0.7 eV/A